Entry 1:
The following is a quantum chemistry calculation of C6H9NO2 in the gas phase, from the Open Molecules 2025 dataset.

**HOMO level**: -9.381 eV
**Structure (SMILES)**: C#C[C@H](C)N(O)C(C)=O
**2S+1**: 1
**Largest force on an atom**: 5.25 eV/A
**Energy relative to the best compared isomer or geometry (same formula, charge and spin)**: 439.3 kJ/mol
**HOMO-LUMO gap**: 10.112 eV

Geometry as XYZ:
```
18
Properties=species:S:1:pos:R:3:forces:R:3
C -2.80324 -0.36284 1.74697 1.1 -0.1 0.1
C -1.60069 -0.35546 1.62573 2.2 0.2 -1.0
C -0.02477 -0.29737 1.00809 -4.3 0.3 3.0
C 0.71683 0.86040 1.64485 0.0 -0.1 0.1
N -0.28802 -0.23318 -0.36777 3.2 -2.8 -2.0
O -0.77426 0.97369 -0.84135 0.5 0.5 -0.1
C 0.92745 -0.89061 -1.11633 -2.8 1.0 -0.6
C 1.20242 -0.20445 -2.42548 0.2 -0.2 0.1
O 1.38973 -1.93738 -0.76046 -0.2 0.9 0.5
H -3.84429 -0.42774 1.90590 -0.3 0.0 0.1
H 0.39072 -1.27574 1.25197 0.1 0.2 -0.2
H 0.59231 0.80182 2.72419 0.1 0.0 0.0
H 1.77902 0.79744 1.41237 0.1 0.1 -0.1
H 0.31396 1.81395 1.31164 0.0 0.0 -0.1
H -1.73814 0.86732 -0.87771 0.2 -0.3 0.1
H 1.99682 -0.73421 -2.94593 0.1 0.1 0.1
H 1.45923 0.83805 -2.25435 0.0 0.1 -0.1
H 0.30493 -0.23368 -3.04232 -0.1 0.1 0.1
```
Forces are in eV/Å.

=====

Entry 2:
The following is a quantum chemistry calculation of C6H9NO2 in the gas phase, from the Open Molecules 2025 dataset.

**HOMO level**: -8.359 eV
**Structure (SMILES)**: C#CCON(C)C(C)=O
**2S+1**: 1
**Largest force on an atom**: 4.59 eV/A
**Energy relative to the best compared isomer or geometry (same formula, charge and spin)**: 597.9 kJ/mol
**HOMO-LUMO gap**: 9.123 eV

Geometry as XYZ:
```
18
Properties=species:S:1:pos:R:3:forces:R:3
C 0.17711 -1.99042 1.28629 0.0 -0.7 0.5
C 0.26002 -1.50059 0.19491 -0.1 -2.2 -3.9
C 0.04402 -1.30338 -1.49063 -0.3 1.7 4.2
O 0.36225 0.11739 -1.43645 -0.2 0.1 -0.1
N 0.51235 0.45905 -0.06516 0.1 1.3 -1.2
C 1.88915 0.82574 0.26737 -0.5 0.4 -0.6
C -0.54515 1.33353 0.35111 0.5 0.1 -0.5
C -1.91914 0.74363 0.20702 0.0 0.2 -0.1
O -0.28924 2.41544 0.81670 -0.1 -0.3 0.3
H 0.09782 -2.41734 2.24688 0.0 -0.1 0.4
H -1.03451 -1.48438 -1.55077 0.1 0.2 -0.3
H 0.53392 -1.68834 -2.39012 0.5 -0.7 0.9
H 2.12085 1.82649 -0.09686 0.1 0.1 0.1
H 1.98716 0.77759 1.35023 0.0 0.0 0.0
H 2.55192 0.11235 -0.21420 -0.1 -0.1 0.1
H -2.08712 0.36117 -0.79985 0.1 0.1 0.0
H -2.00779 -0.09929 0.89124 0.0 0.0 0.1
H -2.65361 1.51136 0.43229 0.0 0.0 0.0
```
Forces are in eV/Å.

=====

Entry 3:
The following is a quantum chemistry calculation of C6H9NO2 in the gas phase, from the Open Molecules 2025 dataset.

**HOMO level**: -7.169 eV
**Structure (SMILES)**: CNC1=C(O)CCC1=O
**2S+1**: 1
**Largest force on an atom**: 7.47 eV/A
**Energy relative to the best compared isomer or geometry (same formula, charge and spin)**: 318.3 kJ/mol
**HOMO-LUMO gap**: 7.415 eV

Geometry as XYZ:
```
18
Properties=species:S:1:pos:R:3:forces:R:3
C -2.39134 1.07220 -0.54595 -2.2 -3.5 0.6
N -1.03794 1.17923 -0.18378 1.2 5.2 -0.5
C -0.15738 0.19182 -0.28913 7.3 -1.8 -0.1
C 1.40769 0.39791 -0.33142 -6.2 -2.2 1.0
O 2.08025 1.55308 -0.21142 -1.2 1.8 0.4
C 2.08510 -1.00703 -0.51784 -4.6 2.4 0.1
C 0.97483 -1.97476 -0.00412 -0.1 -1.0 -1.9
C -0.39662 -1.25321 -0.04668 0.8 0.0 1.2
O -1.41400 -1.85029 0.31681 0.7 1.1 -0.9
H -2.85291 0.13779 0.12506 0.8 2.7 -1.8
H -2.84753 2.04474 -0.31627 -0.3 -0.6 -0.3
H -2.47952 0.72321 -1.62343 -0.4 0.7 1.0
H -0.66802 2.12200 -0.59946 -0.6 -2.4 1.1
H 1.52025 2.37847 0.08848 1.2 -2.7 -0.9
H 2.18290 -0.99113 -1.57280 0.6 -0.9 -1.1
H 2.93655 -1.15625 -0.00474 3.2 -0.1 1.5
H 1.14700 -2.35566 1.04977 -0.1 0.4 -1.4
H 0.90658 -2.83595 -0.78496 0.1 1.0 1.8
```
Forces are in eV/Å.

=====

Entry 4:
The following is a quantum chemistry calculation of C6H9NO2 in the gas phase, from the Open Molecules 2025 dataset.

**HOMO level**: -7.912 eV
**2S+1**: 1
**Largest force on an atom**: 6.28 eV/A
**Energy relative to the best compared isomer or geometry (same formula, charge and spin)**: 425.4 kJ/mol
**HOMO-LUMO gap**: 8.493 eV

Geometry as XYZ:
```
18
Properties=species:S:1:pos:R:3:forces:R:3
C 2.38916 1.07541 0.06204 -0.7 0.5 0.2
C 3.06664 -0.09655 0.00563 -0.3 -1.7 -1.7
C 0.95524 1.26763 0.08673 2.2 2.2 0.4
C 0.88763 -1.15755 0.12678 1.6 1.3 1.3
C -0.52424 0.01217 -1.29910 1.0 4.0 -4.7
C -0.88289 0.26923 1.11799 -2.6 1.6 1.9
N 0.04297 0.10404 -0.01686 0.8 -2.0 1.9
O 4.02833 -0.74230 -0.25189 -1.7 1.0 1.1
O 0.48150 2.37510 0.22204 -0.6 -0.6 -0.4
H 2.91646 2.03838 0.08115 0.0 -0.6 0.0
H 0.64105 -1.90155 -0.61854 -0.2 -0.1 0.4
H 0.82933 -1.35552 1.20421 0.1 -0.8 -0.6
H -1.14869 0.90847 -1.64705 0.9 -1.0 1.0
H 0.37395 0.00037 -2.04982 -1.6 -0.1 1.3
H -1.08040 -0.82705 -1.47814 -1.3 -2.3 0.1
H -1.68391 -0.47293 1.32338 0.8 -0.2 -1.2
H -0.32589 0.25977 2.06473 0.3 0.2 -0.5
H -1.45952 1.27204 1.10056 1.3 -1.5 -0.4
```
Forces are in eV/Å.

=====

Entry 5:
The following is a quantum chemistry calculation of C6H9NO2 in the gas phase, from the Open Molecules 2025 dataset.

**HOMO level**: -9.175 eV
**Structure (SMILES)**: [H]/N=C(C)/C(C)=C/C(=O)O
**2S+1**: 1
**Largest force on an atom**: 7.67 eV/A
**Energy relative to the best compared isomer or geometry (same formula, charge and spin)**: 270.7 kJ/mol
**HOMO-LUMO gap**: 9.944 eV

Geometry as XYZ:
```
18
Properties=species:S:1:pos:R:3:forces:R:3
H 3.22040 -1.13019 -0.50622 -0.4 0.3 -0.4
N 2.19909 -1.23899 -0.55181 -0.4 0.1 0.5
C 1.56051 -0.20777 -0.17506 -1.3 -2.3 0.9
C 2.22052 1.09247 0.20004 -0.4 0.1 0.1
C -0.19655 -0.48748 0.06918 6.6 0.1 -1.7
C -0.58486 -1.90547 0.19302 -0.6 -0.1 0.2
C -0.68301 0.64899 -0.27778 -7.5 0.6 1.7
C -2.46587 0.62070 -0.03494 1.8 0.4 -1.1
O -3.25875 -0.28772 0.05761 1.3 0.5 0.0
O -2.88578 1.90931 -0.05557 -0.3 -0.2 -0.2
H 3.31188 0.99434 0.21175 -0.3 -0.1 -0.1
H 1.95655 1.87088 -0.52044 0.0 0.1 0.1
H 1.89660 1.40248 1.19662 0.0 0.1 -0.1
H -1.67022 -2.01966 0.21370 0.1 0.1 0.0
H -0.20723 -2.47360 -0.66215 0.2 0.2 0.2
H -0.16967 -2.33504 1.10908 0.1 0.0 -0.2
H -0.38272 1.68038 -0.31409 0.6 -0.2 -0.3
H -3.86088 1.86634 -0.15295 0.4 0.1 0.3
```
Forces are in eV/Å.

=====

Entry 6:
The following is a quantum chemistry calculation of C6H9NO2 as an isolated structure, from the Open Molecules 2025 dataset.

**HOMO level (spin up / spin down)**: -6.770 / -6.769 eV
**2S+1**: 1
**Largest force on an atom**: 0.58 eV/A
**Energy relative to the best compared isomer or geometry (same formula, charge and spin)**: 596.6 kJ/mol
**HOMO-LUMO gap (spin up / spin down)**: 7.335 / 7.334 eV

Geometry as XYZ:
```
18
Properties=species:S:1:pos:R:3:forces:R:3
C -0.01830 -0.57945 -0.01323 0.0 0.5 0.0
C -1.20129 -1.14357 0.72509 0.1 -0.1 0.0
C 0.65768 -1.54186 -0.94166 0.0 0.0 0.1
C 0.51350 1.13280 0.88615 0.1 -0.2 -0.3
N 0.26468 1.82216 1.99874 0.0 -0.1 -0.2
O 1.00194 -0.06925 0.99529 -0.2 0.2 -0.1
C 0.15947 1.22533 -1.32982 0.0 0.1 -0.5
C 0.00830 1.33929 -2.54209 0.0 -0.2 0.5
O 0.54638 1.91449 -0.22144 0.0 -0.3 0.4
H -0.03459 2.78169 1.94603 0.0 -0.1 0.0
H 0.44000 1.39204 2.89191 0.0 0.0 -0.1
H -1.61785 -0.44739 1.45631 0.0 0.0 0.0
H -1.99177 -1.35626 0.00146 0.0 0.0 0.0
H -0.00266 -1.73491 -1.79071 0.0 0.0 0.0
H 1.58477 -1.13393 -1.34135 0.0 0.0 0.0
H 0.87342 -2.49998 -0.44605 0.0 0.0 0.0
H -0.96277 -2.08584 1.24376 0.0 0.0 0.0
H -0.22089 0.98467 -3.51840 0.0 0.0 0.0
```
Forces are in eV/Å.